Record 1
{"formula": "C21H28N2O2", "method": "ωB97M-V/def2-TZVPD", "mol_weight_g_mol": 340.47, "total_energy_ev": -29305.8156, "smiles": "CCN1CCN(Cc2ccc(OCc3ccccc3)c(OC)c2)CC1", "homo_energy_ev": -8.22, "homo_lumo_gap_ev": 8.96, "e_above_lowest_ev": 3.096, "lumo_ev": 0.74, "elements": ["C", "H", "H", "H", "C", "N", "C", "C", "N", "C", "C", "H", "H", "H", "H", "C", "C", "C", "C", "C", "C", "C", "H", "O", "C", "H", "H", "H", "O", "C", "C", "C", "C", "C", "C", "C", "H", "H", "H", "H", "H", "H", "H", "H", "H", "H", "H", "H", "H", "H", "H", "H", "H"], "positions_angstrom": [[-4.44, -1.60, -2.00], [-5.27, -2.27, -2.18], [-4.43, -0.85, -2.79], [-3.51, -2.17, -2.05], [-4.58, -0.96, -0.62], [-3.39, -0.21, -0.24], [-3.26, 1.04, -0.96], [-1.94, 1.71, -0.59], [-1.91, 1.99, 0.83], [-2.06, 0.74, 1.57], [-3.37, 0.07, 1.19], [-3.47, -0.87, 1.74], [-4.21, 0.73, 1.47], [-2.06, 0.97, 2.64], [-1.23, 0.04, 1.36], [-0.77, 2.79, 1.26], [0.55, 2.08, 1.06], [1.06, 1.25, 2.05], [2.13, 0.42, 1.77], [2.71, 0.40, 0.51], [2.25, 1.30, -0.47], [1.18, 2.13, -0.18], [0.80, 2.81, -0.92], [2.90, 1.28, -1.68], [2.51, 2.19, -2.67], [2.62, 3.23, -2.33], [1.47, 2.03, -2.99], [3.18, 2.02, -3.51], [3.69, -0.52, 0.25], [3.30, -1.50, -0.72], [1.97, -2.09, -0.35], [1.88, -3.05, 0.66], [0.65, -3.49, 1.10], [-0.51, -2.97, 0.56], [-0.44, -2.02, -0.45], [0.80, -1.59, -0.90], [0.85, -0.85, -1.69], [-1.35, -1.60, -0.85], [-1.48, -3.30, 0.92], [0.60, -4.24, 1.89], [2.79, -3.44, 1.10], [4.10, -2.25, -0.69], [3.27, -1.05, -1.72], [2.52, -0.26, 2.51], [0.61, 1.23, 3.03], [-0.92, 3.02, 2.32], [-0.80, 3.72, 0.69], [-1.85, 2.65, -1.13], [-1.11, 1.04, -0.89], [-3.26, 0.84, -2.03], [-4.09, 1.73, -0.72], [-5.48, -0.32, -0.60], [-4.71, -1.75, 0.11]]}

Record 2
{"formula": "C4H3BrO", "method": "ωB97M-V/def2-TZVPD", "mol_weight_g_mol": 146.97, "total_energy_ev": -76279.8102, "homo_energy_ev": -9.47, "homo_lumo_gap_ev": 10.04, "e_above_lowest_ev": 5.092, "lumo_ev": 0.56, "elements": ["C", "C", "C", "C", "O", "Br", "H", "H", "H"], "positions_angstrom": [[0.96, 0.27, -2.31], [1.78, 0.41, -1.41], [-1.42, -0.04, 1.45], [-0.83, -0.95, 0.42], [-0.42, -1.13, 1.58], [3.24, 0.95, -0.48], [0.01, -0.11, -2.65], [-0.88, 0.81, 1.78], [-2.43, -0.21, 1.62]]}

Record 3
{"formula": "C25H28N4O5S", "method": "ωB97M-V/def2-TZVPD", "mol_weight_g_mol": 496.59, "total_energy_ev": -53412.1781, "smiles": "O=C(c1ccccc1)N1CCC(c2nc(-c3ccc(S(=O)(=O)NC[C@H]4CCCO4)cc3)no2)CC1", "homo_energy_ev": -9.18, "homo_lumo_gap_ev": 9.35, "e_above_lowest_ev": 2.295, "lumo_ev": 0.17, "elements": ["O", "C", "N", "C", "H", "C", "H", "H", "C", "C", "N", "C", "N", "O", "C", "C", "C", "C", "C", "C", "H", "H", "S", "O", "O", "N", "H", "C", "H", "C", "C", "H", "C", "H", "C", "H", "O", "H", "H", "H", "H", "H", "H", "H", "H", "C", "C", "H", "H", "H", "H", "H", "C", "C", "C", "C", "C", "C", "H", "H", "H", "H", "H"], "positions_angstrom": [[-3.70, 0.49, 0.92], [-3.27, 0.94, 1.97], [-3.82, 2.04, 2.56], [-3.16, 2.84, 3.55], [-3.93, 3.22, 4.24], [-2.42, 4.02, 2.89], [-1.39, 3.73, 2.66], [-2.40, 4.87, 3.57], [-3.12, 4.41, 1.58], [-2.59, 3.59, 0.45], [-1.46, 2.96, 0.39], [-1.47, 2.40, -0.86], [-2.56, 2.70, -1.52], [-3.29, 3.47, -0.68], [-0.39, 1.57, -1.36], [-0.56, 0.87, -2.56], [0.47, 0.06, -3.01], [1.64, -0.03, -2.29], [1.81, 0.67, -1.11], [0.80, 1.48, -0.64], [0.90, 2.04, 0.27], [2.75, 0.57, -0.58], [2.92, -1.13, -2.86], [4.16, -0.76, -2.22], [2.87, -1.20, -4.29], [2.38, -2.57, -2.21], [2.91, -2.84, -1.39], [2.17, -3.71, -3.08], [1.90, -3.33, -4.06], [3.42, -4.60, -3.17], [4.61, -3.93, -3.89], [4.31, -3.00, -4.36], [5.63, -3.70, -2.77], [6.66, -3.79, -3.11], [5.25, -4.80, -1.78], [5.52, -4.58, -0.75], [3.84, -4.90, -1.85], [5.71, -5.76, -2.07], [5.48, -2.72, -2.32], [5.01, -4.60, -4.65], [3.14, -5.53, -3.68], [1.34, -4.29, -2.67], [0.38, -0.49, -3.94], [-1.49, 0.96, -3.09], [-2.91, 5.45, 1.34], [-4.63, 4.20, 1.70], [-4.93, 2.71, 1.90], [-5.83, 2.58, 2.50], [-5.08, 2.21, 0.94], [-5.14, 4.56, 0.81], [-4.99, 4.78, 2.55], [-2.46, 2.24, 4.13], [-2.17, 0.26, 2.71], [-2.35, -0.20, 4.01], [-1.34, -0.90, 4.64], [-0.14, -1.15, 3.99], [0.03, -0.72, 2.68], [-0.98, -0.03, 2.04], [-0.86, 0.30, 1.02], [0.95, -0.92, 2.16], [0.64, -1.69, 4.49], [-1.49, -1.26, 5.65], [-3.29, -0.02, 4.52]]}